Molecular formula: C2HCl2NO
Method: DFT, ωB97M-V with the def2-TZVPD basis set

Atoms and positions in Å:
C (-0.8074, 0.6450, -0.5572)
C (0.5494, 0.2035, -0.6544)
N (-1.8252, 1.1890, -0.6507)
O (-0.6570, -0.7334, 1.2138)
Cl (0.9884, -1.2370, -1.3460)
Cl (1.6301, 0.9736, 0.3125)
H (0.1216, -1.0407, 1.6819)

total charge	0
gap between HOMO and LUMO (alpha / beta)	6.65 / 6.65	eV
lowest unoccupied orbital energy (alpha / beta)	-2.958 / -2.958	eV
relative energy (zero: lowest compared OMol25 entry of this formula, charge and spin)	4.6196	eV
highest occupied orbital energy (alpha / beta)	-0.3532 / -0.3532	Ha